Entry from the OMol25 dataset: a molecular structure, C4H8N4 at a distorted geometry (ωB97M-V with the def2-TZVPD basis set).

HOMO level, Eh: -0.322
Maximum force, Eh/bohr: 0.19057
HOMO-LUMO gap, eV: 9.06

```
! RIJCOSX wB97M-V def2-TZVPD def2/J DEFGRID3
* xyz 0 1
C 3.86129 -0.01651 0.07520
C 0.22341 -0.41141 0.15367
C -0.57650 0.56078 0.09193
C -4.00527 -0.57854 0.00289
H 4.48544 0.07094 1.06069
H 3.77733 1.01197 -0.58512
H 4.55421 -0.92046 -0.53976
H -0.03345 -1.46145 0.51579
H -0.22753 1.69072 -0.52832
H -2.34195 1.58400 -0.45141
H -4.28251 -1.62501 -0.46133
H -4.63161 0.42211 0.20060
N 2.44554 -0.63327 0.19322
N 1.42517 0.06095 -0.16628
N -1.98953 0.70189 0.45076
N -2.68405 -0.45671 -0.01253
*
```